[1]
Below is a molecular structure, C25H43BeClFIKNO11 in a non-equilibrium geometry, with properties calculated with ωB97M-V/def2-TZVPD.

As for the spin multiplicity: 1. For the LUMO energy, the calculation gives -0.167 Eh. The molecular weight is 763.1 g/mol. The value obtained for the largest force on an atom is 5.7 eV/Å. As for the charge: 0.

Last column: Mulliken charge in e.
Geometry (Å):
O (6.396632, -4.301915, -2.552966)  -0.5501
C (5.262638, -3.957837, -2.618194)  -0.1323
O (4.387923, -4.336837, -3.602563)  -0.3220
C (3.106085, -4.161071, -3.092620)  -0.1977
O (2.146267, -4.697773, -3.523134)  -0.5094
C (3.222932, -3.247532, -1.926020)  0.1509
C (2.068022, -2.626913, -1.214504)  0.5682
C (1.662443, -3.463505, 0.010834)  -0.6492
C (0.294019, -3.071090, 0.611208)  -0.8041
C (-0.720704, -2.570899, -0.399174)  -0.7121
N (-0.482063, -1.193924, -0.811702)  0.7380
C (0.310026, -0.246742, -0.219233)  -0.5211
C (0.239489, 0.904334, -0.966838)  -1.0127
C (-0.641109, 0.643591, -2.036922)  -0.7633
C (-1.066381, -0.655194, -1.929863)  -1.0667
C (4.518201, -3.115414, -1.637957)  0.3347
C (5.196456, -2.337506, -0.571693)  -0.5816
C (5.253524, -0.849012, -0.948710)  -0.0959
C (6.163308, -0.047017, -0.042239)  -1.6694
I (5.268697, 0.132909, 1.905098)  0.1171
H (1.258300, -2.524488, -1.930785)  0.5472
H (2.404115, -1.634045, -0.930821)  -0.1818
H (2.417500, -3.292046, 0.779725)  0.1944
H (1.698985, -4.519451, -0.250029)  0.4727
H (0.407730, -2.361067, 1.425900)  0.3860
H (-0.132535, -3.967048, 1.063396)  0.4523
H (-1.699108, -2.583408, 0.087829)  0.3044
H (-0.800323, -3.210695, -1.276267)  0.4369
H (0.868823, -0.444666, 0.676959)  0.5440
H (0.755121, 1.818343, -0.731972)  0.6623
H (-0.940624, 1.343864, -2.794981)  0.8500
H (-1.725768, -1.223760, -2.561355)  0.5176
H (4.715301, -2.482029, 0.394796)  0.2800
H (6.217768, -2.708191, -0.459799)  0.4929
H (5.669659, -0.779712, -1.956739)  0.4618
H (4.247599, -0.438505, -0.970363)  0.2382
H (7.097361, -0.595761, 0.060623)  0.5154
H (6.316307, 0.948816, -0.478713)  0.4443
K (8.344533, 0.666504, 0.195790)  1.0327
C (-1.683694, 4.363799, -0.074134)  -0.8169
O (-0.474178, 4.249841, 0.623131)  -0.4789
H (-2.278776, 3.393372, 0.015108)  0.3958
H (-2.316961, 5.199095, 0.396039)  0.5353
H (-1.504186, 4.596727, -1.129870)  0.4484
H (0.009452, 5.078891, 0.543018)  0.3044
C (-5.813560, 3.547578, 2.004444)  -0.9527
C (-4.872233, 4.629069, 2.405089)  1.1113
O (-4.574435, 5.559465, 1.644948)  -0.6754
C (-4.297266, 4.571872, 3.777167)  -1.0023
H (-6.158962, 3.720900, 0.987496)  0.2775
H (-5.310604, 2.576858, 2.045510)  0.2053
H (-6.671489, 3.543689, 2.678569)  0.3804
H (-3.735117, 3.639230, 3.870992)  0.2784
H (-5.099818, 4.597429, 4.516086)  0.3738
H (-3.634346, 5.419622, 3.939051)  0.3165
C (4.574165, 1.889042, -3.787447)  -0.6446
C (5.733847, 2.609476, -3.061599)  0.6657
O (6.513573, 3.313694, -3.682758)  -0.6429
O (5.690698, 2.346564, -1.819427)  -0.7098
H (4.593713, 2.114162, -4.923748)  0.3057
H (4.647614, 0.816450, -3.640803)  0.1431
H (3.604677, 2.225295, -3.393831)  0.2548
O (-1.167984, 1.927006, -5.016985)  -0.6392
H (-0.969687, 0.988000, -5.095113)  0.3267
H (-1.951136, 2.050087, -5.562150)  0.3009
Be (-3.713833, 5.777410, -0.215992)  0.2912
Cl (5.887997, 1.161212, -5.913724)  -0.3457
O (-2.933771, 1.977598, 2.755230)  -0.6356
H (-2.750773, 2.386931, 1.875235)  0.2957
H (-2.081459, 1.659068, 3.063899)  0.2310
O (-6.231303, -0.276097, 2.451248)  -0.5590
C (-5.543071, -1.238326, 2.640610)  0.3846
O (-5.720444, -1.965893, 3.767960)  -0.3537
C (-5.073454, -3.219768, 3.979469)  -0.4156
C (-3.682788, -3.050991, 4.556818)  -0.8629
C (-4.434519, -1.586082, 1.680599)  -0.7220
H (-5.067790, -3.811281, 3.062834)  0.3726
H (-5.707295, -3.747434, 4.690736)  0.3128
H (-3.029887, -2.507874, 3.873296)  0.1939
H (-3.234890, -4.023894, 4.763151)  0.3513
H (-3.729109, -2.481506, 5.484818)  0.2970
H (-3.558622, -0.991242, 1.943349)  0.1963
H (-4.761950, -1.299595, 0.685091)  0.4270
H (-4.164121, -2.640071, 1.640707)  0.3759
F (-3.029358, 2.097351, 0.179897)  -0.8689

Forces on the atoms, in the same order (eV/Å):
O 0.46 -0.07 -0.38
C -0.18 0.60 0.47
O -0.02 -0.96 -0.15
C 0.35 0.58 0.32
O -0.33 -0.18 -0.45
C 0.12 0.38 0.49
C 0.51 -0.50 -0.37
C -0.07 0.73 0.14
C 0.20 -0.75 -0.40
C -0.47 0.64 0.82
N -0.10 -0.39 -0.38
C -0.10 0.13 -0.12
C 0.04 -0.35 0.33
C -0.07 0.17 -0.34
C 0.41 0.42 0.23
C -0.25 -0.41 -0.25
C 0.26 0.18 0.07
C 0.05 -0.37 -0.05
C -2.37 -1.28 -0.64
I 0.41 0.17 -0.06
H -0.13 0.06 0.03
H -0.33 0.17 0.13
H 0.14 -0.25 0.04
H -0.18 -0.08 -0.04
H -0.01 0.16 -0.04
H -0.03 -0.03 0.10
H -0.11 -0.15 -0.03
H 0.21 -0.04 -0.10
H -0.01 -0.04 0.07
H -0.04 0.12 -0.04
H -0.05 0.04 -0.04
H -0.08 -0.12 0.08
H -0.17 0.04 0.01
H 0.04 -0.14 -0.07
H -0.08 0.17 -0.11
H 0.03 0.27 -0.11
H -2.37 -1.57 -0.04
H -0.81 -0.04 0.01
K 4.72 3.10 0.49
C 0.57 -0.73 -0.64
O -0.39 0.49 0.32
H -0.03 0.01 -0.01
H 0.03 0.33 0.20
H -0.22 0.26 0.03
H 0.21 -0.12 -0.07
C 0.08 0.22 -0.48
C -0.22 -0.56 0.20
O 1.03 0.30 -1.55
C 0.07 0.57 0.01
H -0.02 -0.05 -0.01
H 0.01 0.00 0.14
H 0.09 -0.12 0.12
H -0.13 -0.12 -0.05
H -0.01 -0.16 -0.01
H -0.01 0.01 0.01
C -0.50 0.29 0.55
C -0.03 0.07 -0.53
O 0.14 0.06 0.18
O 0.23 -0.44 0.66
H 0.31 0.06 0.63
H 0.00 0.00 0.09
H -0.06 -0.07 -0.18
O -0.09 -0.03 -0.15
H 0.09 0.01 0.05
H 0.00 0.05 0.00
Be -0.71 -0.54 1.59
Cl 0.26 -0.36 -0.88
O 0.22 0.45 0.54
H -0.35 -1.02 -0.51
H 0.03 0.00 -0.06
O -0.28 0.03 0.26
C 0.33 0.16 -0.20
O -0.25 0.05 0.00
C 0.17 -0.10 0.05
C 0.05 0.12 -0.04
C -0.04 -0.37 -0.22
H 0.03 0.04 -0.03
H -0.06 0.06 0.00
H 0.00 -0.05 -0.04
H -0.02 -0.01 0.01
H -0.03 -0.04 0.03
H -0.02 0.08 -0.06
H 0.07 0.23 0.03
H 0.05 0.01 0.19
F -0.16 0.52 0.23


[2]
Below is a gas-phase ion, C4H10NO (charge +1) in a non-equilibrium geometry, with properties calculated with ωB97M-V/def2-TZVPD.

As for the spin multiplicity: 1. The calculation puts the energy above the lowest of the compared OMol25 structures with the same formula, charge and spin at 3.112 eV. For the LUMO energy, the calculation gives -0.138 Eh. The molecular weight is 88.1 g/mol. The value obtained for the largest force on an atom is 4.1 eV/Å. As for the charge: +1.

Last column: Mulliken charge in e.
Geometry (Å):
C (-1.846482, 0.313997, -0.839545)  -0.5750
C (-0.756438, -0.149849, -0.021896)  0.5526
C (-0.658675, -1.535770, 0.475449)  -1.1563
C (1.597845, 0.828672, 0.034600)  -0.8382
N (0.176496, 0.781113, 0.553709)  -0.2299
O (-2.069768, 0.645679, 0.457932)  -0.4486
H (-1.990957, 1.171627, -1.492217)  0.3273
H (-2.321499, -0.591103, -1.135665)  0.2603
H (-0.360137, -1.512026, 1.535271)  0.3315
H (0.025445, -2.120078, -0.206516)  0.3344
H (-1.634545, -1.992494, 0.278200)  0.3918
H (2.294288, -0.028009, 0.254262)  0.3202
H (1.642503, 0.868726, -0.992346)  0.3834
H (1.999813, 1.753590, 0.498127)  0.3684
H (-0.195085, 1.799017, 0.586926)  0.4767
H (0.287493, 0.607778, 1.643029)  0.5014

Forces on the atoms, in the same order (eV/Å):
C -0.75 0.71 -2.06
C -1.92 2.05 2.46
C 0.47 -0.62 -1.22
C 1.26 0.12 2.32
N 2.41 1.99 2.72
O 0.92 -1.82 1.53
H 0.87 -0.29 -0.55
H -1.01 -0.39 -0.87
H -0.16 -0.57 -0.45
H -0.25 0.52 1.05
H 0.16 -0.01 0.63
H -1.32 0.54 0.58
H -0.49 0.58 -2.40
H 0.10 -0.68 -0.52
H 0.28 -2.13 -0.66
H -0.57 0.00 -2.56


[3]
Below is 3 unconnected molecules or ions with the total composition C24H47N2O8 in a non-equilibrium geometry, with properties calculated with ωB97M-V/def2-TZVPD.

As for the spin multiplicity: 1. The calculation puts the energy above the lowest of the compared OMol25 structures with the same formula, charge and spin at 0.000 eV. For the LUMO energy, the calculation gives -0.107 Eh. The molecular weight is 491.6 g/mol. The value obtained for the largest force on an atom is 2.5 eV/Å. As for the charge: +1.

Last column: Mulliken charge in e.
Geometry (Å):
C (-4.317651, 1.225374, 5.585953)  -0.6616
C (-3.468390, 0.261122, 6.047934)  -0.4737
C (-2.143486, 0.150107, 5.386029)  0.7375
O (-1.447948, 1.106927, 5.147577)  -0.5318
O (-1.715227, -1.099325, 5.066520)  -0.3276
C (-2.668132, -1.994482, 4.481524)  -0.7848
C (-2.681868, -1.978215, 2.942093)  -0.6375
C (-1.357157, -1.590097, 2.283547)  -0.6266
C (-1.006318, -0.086831, 2.300336)  -0.6205
C (-0.491547, 0.449337, 0.950221)  -0.1690
C (-1.542244, 1.163997, 0.051976)  -0.6363
C (-2.958967, 0.823093, 0.345713)  0.4912
C (-3.814432, 1.562480, 1.093023)  -0.6383
N (-4.998429, 0.848268, 1.123560)  0.0667
C (-4.874876, -0.262149, 0.430571)  -0.4882
N (-3.639842, -0.299794, -0.057321)  0.1952
H (-3.968596, 2.255377, 5.575054)  0.3059
H (-5.297988, 0.974248, 5.195052)  0.2700
H (-3.773473, -0.374228, 6.875970)  0.4945
H (-2.375062, -2.995312, 4.795677)  0.3154
H (-3.678128, -1.849275, 4.861077)  0.5207
H (-2.893431, -3.008641, 2.644288)  0.4730
H (-3.533081, -1.381505, 2.595317)  -0.0118
H (-1.412369, -1.929109, 1.243139)  0.4479
H (-0.553621, -2.152293, 2.757087)  0.4849
H (-1.833162, 0.491893, 2.710155)  0.4464
H (-0.191481, 0.042619, 3.009549)  0.5444
H (0.335047, 1.124531, 1.155861)  0.4697
H (-0.111319, -0.404248, 0.389332)  -0.3512
H (-1.390664, 2.240181, 0.074553)  -0.0423
H (-1.345875, 0.844601, -0.975243)  0.4326
H (-3.639095, 2.507256, 1.572943)  0.5006
H (-5.831678, 1.121604, 1.621346)  0.2265
H (-5.629045, -1.013647, 0.277947)  0.4133
H (-3.233775, -1.028821, -0.624696)  0.2373
C (2.896314, 2.518873, -4.150124)  -0.8593
O (2.744098, 3.158147, -2.898540)  -0.2250
C (3.657537, 4.202467, -2.621739)  -0.5089
C (3.042295, 5.580010, -2.423066)  -0.1971
O (2.244324, 6.118456, -3.459968)  -0.4647
C (1.066291, 5.461434, -3.874255)  -0.2839
C (-0.061767, 5.300732, -2.866515)  -0.5313
O (0.278069, 4.584311, -1.693195)  -0.1624
C (0.202321, 5.300733, -0.480635)  -0.9357
H (3.362448, 1.538302, -4.018462)  0.2526
H (1.905882, 2.366333, -4.585823)  0.2339
H (3.489074, 3.111518, -4.849854)  0.4029
H (4.436179, 4.251930, -3.389260)  0.3765
H (4.163126, 3.951985, -1.681458)  0.3391
H (3.882068, 6.272755, -2.326986)  0.4284
H (2.514649, 5.636862, -1.468528)  -0.0046
H (1.299731, 4.506957, -4.349954)  0.0518
H (0.662346, 6.086940, -4.675391)  0.4228
H (-0.840539, 4.725167, -3.381732)  0.2970
H (-0.491623, 6.277367, -2.623013)  0.4106
H (0.162048, 6.383640, -0.612165)  0.4520
H (1.080996, 5.062636, 0.123067)  0.3038
H (-0.678701, 4.978022, 0.087295)  0.1995
C (1.414141, -7.055150, -1.926651)  -0.8293
O (1.964242, -6.238016, -0.913045)  -0.2866
C (3.367283, -6.070742, -0.945147)  -0.4661
C (3.851517, -4.643625, -1.150638)  -0.1720
O (3.412436, -3.943113, -2.300654)  -0.4722
C (2.040362, -3.693656, -2.506373)  -0.4139
C (1.308181, -2.823764, -1.494320)  -0.2797
O (1.317219, -3.299740, -0.163050)  -0.2841
C (1.973601, -2.481738, 0.782306)  -0.5523
H (1.139152, -8.030348, -1.516313)  0.2502
H (0.504935, -6.579426, -2.302251)  0.2342
H (2.099206, -7.193641, -2.765924)  0.4111
H (3.821422, -6.728067, -1.693330)  0.3647
H (3.757108, -6.391483, 0.028219)  0.3613
H (4.937256, -4.706034, -1.257244)  0.4348
H (3.686767, -4.042545, -0.254016)  -0.0316
H (1.496044, -4.622902, -2.684050)  0.0667
H (1.992705, -3.150011, -3.454895)  0.4428
H (0.259602, -2.807773, -1.823189)  0.2469
H (1.680215, -1.794412, -1.549231)  0.3494
H (2.627896, -1.735660, 0.325545)  0.4378
H (2.578619, -3.110961, 1.438136)  0.2926
H (1.236236, -1.977817, 1.412759)  -0.1754

Forces on the atoms, in the same order (eV/Å):
C 0.67 -0.28 0.09
C -0.71 0.26 -0.09
C 1.25 1.63 1.38
O -0.15 -0.42 -0.10
O -0.66 0.31 -0.22
C -0.01 -0.90 -0.20
C 0.11 -0.15 0.38
C -0.52 0.33 -0.26
C 0.58 -0.30 0.12
C -0.58 -0.30 0.38
C 0.49 -0.80 -0.56
C 0.67 1.07 0.35
C -0.16 -0.56 -0.26
N -0.19 0.58 0.44
C -0.10 -0.63 -0.29
N 0.23 0.22 0.07
H 0.43 -0.15 -1.71
H -0.77 0.36 1.67
H -0.36 -1.32 -1.14
H 0.22 0.10 0.16
H 0.06 0.21 0.14
H -0.18 0.02 0.01
H 0.20 0.25 -0.14
H 0.13 -0.11 0.01
H -0.01 -0.12 -0.06
H 0.00 0.16 -0.13
H -0.15 0.13 0.17
H 0.01 0.10 -0.32
H 0.26 0.09 0.00
H -0.27 0.06 0.07
H 0.05 0.30 -0.09
H -0.23 0.00 0.11
H -0.07 -0.02 -0.06
H -0.06 0.03 0.03
H -0.16 -0.12 0.00
C -0.10 -0.13 0.11
O -0.06 0.18 -0.12
C 0.22 -0.09 0.05
C -0.17 0.06 0.32
O 0.08 0.17 -0.09
C 0.06 -0.22 -0.25
C -0.13 -0.06 -0.11
O 0.05 0.17 0.00
C -0.02 -0.30 0.21
H 0.08 0.03 -0.06
H 0.00 -0.01 0.00
H 0.02 0.01 0.01
H -0.10 -0.02 -0.12
H 0.07 0.10 -0.01
H 0.01 0.00 -0.08
H -0.09 -0.21 -0.05
H 0.00 -0.11 0.23
H 0.01 0.07 0.05
H -0.05 0.11 -0.05
H 0.11 0.02 0.13
H -0.01 -0.01 -0.12
H 0.01 0.01 -0.02
H -0.06 0.14 0.00
C -0.13 0.00 0.14
O 0.05 0.16 -0.19
C 0.11 -0.22 0.08
C 0.00 0.21 0.30
O 0.15 0.07 -0.13
C -0.14 -0.26 -0.19
C -0.16 0.04 -0.05
O 0.14 0.13 -0.10
C -0.06 -0.13 0.25
H 0.06 -0.05 -0.06
H -0.01 -0.01 0.01
H 0.02 0.00 0.01
H -0.10 0.04 -0.11
H 0.11 0.02 -0.03
H -0.01 -0.02 -0.08
H -0.21 -0.09 0.01
H -0.02 -0.03 0.26
H 0.06 0.06 0.03
H 0.03 0.08 -0.10
H 0.11 -0.03 0.11
H -0.02 -0.02 -0.08
H 0.01 -0.03 -0.04
H 0.06 0.13 -0.02


Question: Among the records above, which one has the lowest molecular weight?
Answer: C4H10NO


Question: What is the formula in the second record?
Answer: C4H10NO


Copy entry 2 word for word.
Below is a gas-phase ion, C4H10NO (charge +1) in a non-equilibrium geometry, with properties calculated with ωB97M-V/def2-TZVPD.

As for the spin multiplicity: 1. The calculation puts the energy above the lowest of the compared OMol25 structures with the same formula, charge and spin at 3.112 eV. For the LUMO energy, the calculation gives -0.138 Eh. The molecular weight is 88.1 g/mol. The value obtained for the largest force on an atom is 4.1 eV/Å. As for the charge: +1.

Last column: Mulliken charge in e.
Geometry (Å):
C (-1.846482, 0.313997, -0.839545)  -0.5750
C (-0.756438, -0.149849, -0.021896)  0.5526
C (-0.658675, -1.535770, 0.475449)  -1.1563
C (1.597845, 0.828672, 0.034600)  -0.8382
N (0.176496, 0.781113, 0.553709)  -0.2299
O (-2.069768, 0.645679, 0.457932)  -0.4486
H (-1.990957, 1.171627, -1.492217)  0.3273
H (-2.321499, -0.591103, -1.135665)  0.2603
H (-0.360137, -1.512026, 1.535271)  0.3315
H (0.025445, -2.120078, -0.206516)  0.3344
H (-1.634545, -1.992494, 0.278200)  0.3918
H (2.294288, -0.028009, 0.254262)  0.3202
H (1.642503, 0.868726, -0.992346)  0.3834
H (1.999813, 1.753590, 0.498127)  0.3684
H (-0.195085, 1.799017, 0.586926)  0.4767
H (0.287493, 0.607778, 1.643029)  0.5014

Forces on the atoms, in the same order (eV/Å):
C -0.75 0.71 -2.06
C -1.92 2.05 2.46
C 0.47 -0.62 -1.22
C 1.26 0.12 2.32
N 2.41 1.99 2.72
O 0.92 -1.82 1.53
H 0.87 -0.29 -0.55
H -1.01 -0.39 -0.87
H -0.16 -0.57 -0.45
H -0.25 0.52 1.05
H 0.16 -0.01 0.63
H -1.32 0.54 0.58
H -0.49 0.58 -2.40
H 0.10 -0.68 -0.52
H 0.28 -2.13 -0.66
H -0.57 0.00 -2.56


Question: spin multiplicity of number 2 (C4H10NO)?
Answer: 1